Entry from the Open Molecules 2025 dataset: a single C5H5N3 molecule at a distorted geometry (ωB97M-V/def2-TZVPD).

Positions of all 13 atoms, in Å:
C 1.7472 0.5565 0.0589
C 0.1230 -0.7986 -0.1524
C -2.0612 -0.8096 0.0615
C -1.0120 1.2784 0.0204
C 0.1874 0.5367 -0.1644
H 2.2840 0.9672 -0.8659
H 2.2151 0.9024 1.0486
H 2.2150 -1.7497 -0.3372
H -3.1023 -1.2015 0.0199
H -1.0420 2.3486 0.1945
N 1.5615 -0.9677 0.1008
N -0.9765 -1.5842 0.0497
N -2.1393 0.5215 -0.0344

- E_tot: -357.71356 hartree
- SMILES string: c1ncc2c(n1)NC2
- Gap between HOMO and LUMO: 9.75 eV
- F_max: 4.52 eV/Å

---

Entry from the Open Molecules 2025 dataset: a single C18H26N2O3 molecule (ωB97M-V/def2-TZVPD).

Positions of all 49 atoms, in Å:
C 4.6772 0.5701 0.0191
H 5.5534 0.1430 0.5039
O 3.7161 0.7200 1.0372
C 2.5175 1.2834 0.7239
C 2.1155 1.6457 -0.5572
C 0.8646 2.2060 -0.7557
C 0.0010 2.4327 0.3056
C 0.4091 2.0679 1.5851
C 1.6456 1.4958 1.7939
H 1.9684 1.2107 2.7827
H -0.2403 2.2427 2.4306
C -1.3777 2.9892 0.0519
N -2.3425 1.9132 -0.0600
C -2.5575 1.2350 -1.2076
O -2.0437 1.4828 -2.2761
C -3.5529 0.1233 -0.9036
H -3.2685 -0.8032 -1.4009
H -4.5303 0.4216 -1.2882
C -3.5582 0.0198 0.6242
H -4.5478 -0.2098 1.0221
C -2.6116 -1.0643 1.1498
O -2.9837 -1.9131 1.9330
N -1.3425 -0.9561 0.7126
H -1.1039 -0.2641 0.0213
C -0.3134 -1.8952 1.0992
H -0.6641 -2.3595 2.0241
C -0.0781 -2.9921 0.0532
H -1.0490 -3.2687 -0.3639
H 0.3159 -3.8714 0.5664
C 0.8847 -2.6413 -1.0901
C 2.3215 -2.5069 -0.5889
H 2.4200 -1.6694 0.0973
H 2.6342 -3.4108 -0.0712
H 2.9957 -2.3447 -1.4275
C 0.4694 -1.3863 -1.8540
H 1.0730 -1.2789 -2.7530
H -0.5729 -1.4388 -2.1587
H 0.6178 -0.4938 -1.2504
H 0.8546 -3.4860 -1.7892
H 0.6049 -1.3415 1.3053
C -3.0748 1.4083 1.0768
H -2.4330 1.3465 1.9593
H -3.9199 2.0704 1.3073
H -1.6931 3.6531 0.8601
H -1.3876 3.5354 -0.8951
H 0.5518 2.4618 -1.7568
H 2.7611 1.4931 -1.4073
H 4.9421 1.5347 -0.4251
H 4.3320 -0.1104 -0.7652

- E_tot: -1036.77086 hartree
- SMILES string: COc1ccc(CN2C[C@H](C(=O)NCCC(C)C)CC2=O)cc1
- Gap between HOMO and LUMO: 9.46 eV
- F_max: 0.66 eV/Å

---

Entry from the Open Molecules 2025 dataset: 13 unconnected molecules or ions with the total composition C78H103B2F8N19O9 at a distorted geometry (ωB97M-V/def2-TZVPD).

Positions of all 219 atoms, in Å:
C -5.1318 0.2530 1.3847
C -6.2971 0.2554 0.3893
N -7.0891 -0.9966 0.5423
C -6.9153 -2.0990 -0.1889
C -7.8724 -3.0081 0.1170
N -8.7405 -2.3535 1.0468
C -8.2141 -1.1500 1.2652
C -9.9188 -2.8400 1.7043
H -5.4605 0.0450 2.4309
H -4.6906 1.2254 1.2976
H -4.4142 -0.4526 1.0365
H -5.9604 0.5049 -0.6498
H -6.9629 1.0954 0.5687
H -6.0211 -2.1844 -0.7515
H -8.0744 -4.0120 -0.2480
H -8.6111 -0.3545 1.8429
H -9.6651 -3.5914 2.5198
H -10.6289 -3.2542 1.0172
H -10.2809 -1.9728 2.1542
C 6.5835 3.1511 0.7170
C 5.6784 1.9384 0.8538
N 4.9482 1.8478 2.1470
C 3.7799 2.5039 2.4297
C 3.6608 2.5431 3.7718
N 4.7416 1.8165 4.2961
C 5.4687 1.4165 3.2857
C 5.0202 1.5295 5.6593
H 5.8635 3.9303 0.8431
H 7.0927 3.1977 -0.2361
H 7.4077 3.3118 1.4764
H 6.1396 1.0121 0.6597
H 4.8800 2.1031 0.1269
H 3.2179 3.0257 1.6160
H 2.8937 2.8907 4.4018
H 6.3664 0.9158 3.4229
H 4.1303 1.2812 6.2346
H 5.3541 2.4589 6.0873
H 5.7805 0.7580 5.7140
C 2.6011 -0.5675 -0.0640
C 1.2432 0.1239 -0.0581
N 0.9111 0.6638 -1.4007
C 1.1825 0.0043 -2.5827
C 0.4283 0.6675 -3.5533
N -0.1669 1.7505 -2.9592
C 0.0924 1.7168 -1.6645
C -1.0789 2.7308 -3.5695
H 3.4272 -0.0928 -0.6086
H 2.5361 -1.6092 -0.3734
H 2.9457 -0.6126 0.9770
H 1.1728 0.9737 0.6132
H 0.3886 -0.5861 0.1326
H 1.8486 -0.8500 -2.7318
H 0.3261 0.5845 -4.6407
H -0.1757 2.3905 -0.9017
H -0.9543 2.6114 -4.6420
H -0.8523 3.7435 -3.2617
H -2.1202 2.5243 -3.2647
C 12.7366 -2.7571 -5.0527
N 11.5682 -1.7886 -5.2409
C 10.6375 -2.0467 -6.1865
C 9.4308 -1.4050 -6.2199
C 9.1408 -0.3355 -5.3844
C 10.2136 0.0373 -4.5454
C 11.3801 -0.6747 -4.5035
C 7.8151 0.2264 -5.3443
C 7.3164 0.9955 -4.2603
C 5.9464 1.3090 -4.1394
N 5.0788 0.8631 -5.0888
C 5.5341 0.1715 -6.1380
C 6.8916 -0.1003 -6.3416
C 3.6321 1.2821 -5.0225
H 13.5858 -2.1268 -5.0279
H 12.7946 -3.4884 -5.8320
H 12.5487 -3.2306 -4.0825
H 10.6983 -2.9473 -6.8112
H 8.7374 -1.7742 -6.9389
H 10.1094 0.9166 -3.9374
H 12.2309 -0.4165 -3.9377
H 7.9937 1.4907 -3.5710
H 5.4770 1.8712 -3.3479
H 4.7763 -0.1730 -6.8979
H 7.0950 -0.7106 -7.1919
H 3.5963 2.3481 -4.8425
H 3.2194 0.8723 -4.1016
H 3.1303 0.8700 -5.8291
C -9.8899 3.9399 -5.7811
N -11.2809 3.4699 -5.6717
C -12.0103 3.6789 -4.5582
C -13.3210 3.2417 -4.4554
C -13.8402 2.5734 -5.5126
C -13.1259 2.3496 -6.7034
C -11.7833 2.7704 -6.7209
C -15.1493 1.9070 -5.3598
C -15.3717 1.1267 -4.2103
C -16.6059 0.5202 -4.0579
N -17.6381 0.7921 -4.8828
C -17.4052 1.5472 -5.9738
C -16.1767 2.0492 -6.2731
C -18.9604 0.3111 -4.5280
H -9.2816 3.0694 -5.5374
H -9.7233 4.7560 -5.0931
H -9.6905 4.2851 -6.7834
H -11.4209 4.2597 -3.8050
H -13.9444 3.3566 -3.5706
H -13.5164 1.7859 -7.5240
H -11.0573 2.4906 -7.5050
H -14.4933 1.0480 -3.5146
H -16.7715 -0.0393 -3.1431
H -18.2844 1.6792 -6.5505
H -16.0470 2.6155 -7.1953
H -19.7046 0.7486 -5.2129
H -19.1588 0.5509 -3.4901
H -18.9412 -0.7691 -4.6253
C 1.6340 -0.2604 5.5486
N 1.0218 -1.5289 5.0713
C 0.4972 -1.6832 3.8105
C 0.0905 -2.9357 3.2946
C 0.0595 -4.0065 4.1423
C 0.3997 -3.7993 5.4344
C 0.8963 -2.6084 5.8729
C -0.3315 -5.3307 3.7361
C -1.2931 -6.1214 4.3491
C -1.6144 -7.3457 3.7053
N -0.9565 -7.8020 2.6249
C 0.0398 -7.0352 2.0994
C 0.3961 -5.8500 2.6759
C -1.3414 -9.0206 1.9266
H 1.0350 0.4855 5.0542
H 2.6510 -0.2572 5.1249
H 1.5567 -0.1210 6.6225
H 0.5422 -0.7777 3.1424
H -0.1430 -3.0151 2.2167
H 0.3650 -4.6173 6.1057
H 1.2692 -2.5017 6.9030
H -1.9137 -5.8713 5.1917
H -2.4042 -8.0206 4.0234
H 0.5854 -7.5490 1.3288
H 1.3048 -5.3706 2.3695
H -1.7335 -8.7412 0.9153
H -2.0734 -9.5867 2.5094
H -0.4372 -9.5564 1.7501
C 5.2004 -6.8730 -1.9966
N 5.9594 -6.7507 -0.6621
C 7.0531 -7.4518 -0.4346
C 7.5898 -7.4385 0.8410
C 7.1001 -6.6956 1.9194
C 5.9561 -5.8971 1.6283
C 5.4867 -5.9445 0.3422
C 7.8730 -6.5772 3.1898
C 7.8720 -5.4029 3.9129
C 8.6440 -5.3030 5.0945
N 9.1471 -6.4380 5.6540
C 9.1185 -7.6212 5.0163
C 8.5645 -7.6887 3.7488
C 9.6217 -6.3998 7.0623
H 5.2005 -5.8324 -2.3825
H 4.2115 -7.3283 -1.7518
H 5.7840 -7.5672 -2.6320
H 7.2925 -8.1962 -1.2081
H 8.4499 -7.9988 1.0170
H 5.3928 -5.2639 2.2440
H 4.6677 -5.3634 0.0420
H 7.3015 -4.5239 3.5735
H 8.9377 -4.3865 5.5872
H 9.5185 -8.4644 5.5707
H 8.7902 -8.5909 3.1805
H 10.6949 -6.0349 7.0225
H 9.4869 -7.3485 7.5613
H 9.0866 -5.6172 7.6217
C 1.3729 9.2714 6.6869
N 0.6261 8.8367 5.4729
C 0.3139 9.7326 4.5243
C -0.3324 9.4111 3.2965
C -0.6949 8.0703 3.1053
C -0.4849 7.1286 4.1435
C 0.1796 7.6039 5.2914
C -1.5075 7.6401 1.9314
C -2.2416 8.4817 1.1007
C -2.9743 7.9364 0.0789
N -3.0082 6.5798 -0.1096
C -2.3367 5.7212 0.7021
C -1.5916 6.2562 1.7175
C -3.8987 6.0019 -1.1848
H 0.6352 9.1252 7.4748
H 1.6079 10.2783 6.5154
H 2.2339 8.6207 6.7623
H 0.6927 10.7258 4.6664
H -0.3869 10.1629 2.4625
H -0.7055 6.1059 4.1019
H 0.4366 6.8850 6.0263
H -2.1426 9.5517 1.1997
H -3.5676 8.5615 -0.5750
H -2.4489 4.6941 0.5184
H -1.0150 5.5086 2.2913
H -4.6957 6.6953 -1.2387
H -4.1909 4.9985 -0.9378
H -3.3445 5.8900 -2.1435
N 3.1260 -3.3457 -2.4150
O 2.0394 -3.8380 -2.1630
O 3.2989 -2.5855 -3.3709
O 4.0618 -3.6109 -1.6285
N -5.2680 3.0350 -1.9084
O -4.1220 2.7061 -1.5206
O -5.4556 4.0079 -2.6007
O -6.1849 2.3474 -1.5238
N 3.9471 -3.2726 3.5897
O 3.7635 -2.0975 3.8164
O 5.0790 -3.6035 3.3240
O 3.0473 -4.1293 3.5494
B 0.1375 3.1340 3.0481
F 1.1443 4.0736 2.7736
F 0.4776 2.4087 4.1612
F -1.0056 3.8138 3.2499
F -0.0029 2.3953 1.8659
B 2.9476 3.1696 -1.3342
F 2.7817 3.6094 -2.6376
F 1.7637 3.3556 -0.6316
F 3.2239 1.7895 -1.5166
F 4.0303 3.6855 -0.6951

- Total charge: +8
- E_tot: -5597.21833 hartree
- Gap between HOMO and LUMO: 5.29 eV
- F_max: 3.84 eV/Å

---

Entry from the Open Molecules 2025 dataset: a molecular structure, C15H19Cl5N5O6SiTc (ωB97M-V/def2-TZVPD).

Positions of all 52 atoms, in Å:
Tc 0.6912 -0.7003 0.1243
O 1.5024 0.1425 4.1148
C 1.2018 0.0960 2.8526
O 1.1101 -0.9498 2.2129
C 0.9301 1.4336 2.2196
O 0.9048 1.2854 0.8044
C 1.9940 1.9231 0.0579
C 3.1046 0.9062 -0.2219
O 4.1804 1.2892 -0.5877
O 2.7102 -0.3314 -0.0495
H 1.6354 -0.7516 4.4764
H 1.6817 2.1593 2.5266
H -0.0523 1.7814 2.5503
H 2.3573 2.7835 0.6131
H 1.5452 2.2479 -0.8789
Cl 3.5211 -3.5373 -5.5133
C 2.6410 -2.5745 -4.4068
C 2.1825 -3.1343 -3.2161
Cl 2.4661 -4.7733 -2.8207
C 1.4742 -2.3227 -2.3493
Cl 0.8537 -2.9475 -0.8262
C 1.1953 -0.9879 -2.6030
O 0.4703 -0.2729 -1.7321
C 1.6636 -0.4372 -3.7918
Cl 1.3532 1.2220 -4.0890
C 2.3811 -1.2265 -4.6882
Cl 2.9536 -0.5359 -6.1413
N -1.3396 5.8315 -0.2019
N -1.3647 4.5550 -0.7404
N -1.6427 4.3256 -1.9977
C -1.4450 3.0132 -2.0679
N -1.0736 2.4948 -0.8916
N -1.0128 3.5073 -0.0500
H -1.7395 6.4473 -0.9019
H -1.9283 5.8392 0.6246
H -1.5720 2.4433 -2.9714
C -1.2805 -3.5227 1.6920
Si -2.0822 -1.8340 1.8247
C -3.8966 -1.9492 1.4180
C -1.8637 -1.1953 3.5786
C -1.3148 -0.6069 0.6013
H -1.7275 -4.1900 2.4333
H -0.2058 -3.5029 1.8940
H -1.4467 -3.9811 0.7146
H -4.4055 -2.6348 2.0989
H -4.0509 -2.3128 0.4001
H -4.3825 -0.9748 1.5000
H -2.6256 -1.6408 4.2222
H -1.9884 -0.1115 3.6486
H -0.8969 -1.4685 4.0049
H -1.5760 0.4120 0.9109
H -1.7908 -0.7308 -0.3813

- Total charge: +1
- E_tot: -3979.19497 hartree
- ⟨S²⟩: 3.769
- Gap between HOMO and LUMO (alpha / beta): 7.49 / 6.64 eV
- F_max: 0.16 eV/Å
- Multiplicity: 4

---

Question: Among the records above, which one has the lowest E_tot?
Answer: C78H103B2F8N19O9